Below is 9 unconnected molecules or ions with the total composition C36H90O18, with properties calculated with ωB97M-V/def2-TZVPD.

Calculated values
Kohn-Sham gap in eV: 9.8
Total charge: 0
Multiplicity: 1
Molar mass in g/mol: 811.10
Largest force on an atom in eV/A: 2.95
Structure (SMILES): COCCOC.COCCOC.COCCOC.COCCOC.COCCOC.COCCOC.COCCOC.COCCOC.COCCOC
Total energy in Eh: -2779.4289

The geometry in XYZ format:
```
144
Properties=species:S:1:pos:R:3:forces:R:3:mulliken_charge:R:1
C 14.507325 -11.511338 -18.825837 0.020 -0.625 -0.781 -0.7197
O 14.263384 -10.400041 -18.023907 -0.227 0.782 -0.039 -0.3198
C 15.063522 -10.293083 -16.875020 0.153 -0.615 0.097 -0.2253
C 14.646182 -9.102250 -16.044152 -0.643 0.424 -0.153 -0.4120
O 15.344004 -9.141554 -14.818520 -0.121 0.310 -0.203 -0.2482
C 14.657244 -8.505503 -13.772451 -0.104 -0.484 1.339 -0.9359
H 15.547324 -11.637024 -19.149629 0.184 0.241 0.345 0.2888
H 13.943351 -11.396118 -19.752166 -0.152 0.173 0.124 0.2634
H 14.181897 -12.460839 -18.386123 0.026 0.087 0.330 0.2897
H 16.122528 -10.184580 -17.141961 0.038 -0.106 -0.024 0.0986
H 14.945904 -11.209788 -16.284102 0.158 0.065 0.181 0.2945
H 13.568213 -9.099049 -15.842194 -0.025 -0.364 -0.131 0.3739
H 14.821399 -8.165691 -16.591168 0.253 -0.021 0.044 0.2064
H 13.655320 -8.908084 -13.579316 -0.094 -0.178 -0.530 0.4411
H 14.538725 -7.418827 -13.802105 0.363 0.093 -0.548 0.3316
H 15.196964 -8.765439 -12.860002 0.220 0.265 -0.040 0.2888
C 24.275662 -9.314104 -4.548114 0.022 -0.025 0.266 -0.6346
O 23.405356 -10.368593 -4.910290 -0.540 0.630 0.307 -0.3932
C 22.288817 -9.896656 -5.656025 1.087 0.251 -1.124 -0.4697
C 22.711891 -9.867747 -7.128552 -0.649 -0.114 -0.143 0.8328
O 23.151305 -11.159960 -7.518208 -0.638 0.615 -0.210 -0.3249
C 23.017935 -11.325665 -8.911763 -0.065 -0.287 -0.010 -0.6591
H 23.787689 -8.619452 -3.857173 -0.050 -0.048 0.123 0.2665
H 24.635390 -8.710879 -5.386562 -0.041 -0.204 -0.254 0.2724
H 25.135103 -9.763855 -4.056705 0.005 0.002 0.019 0.2682
H 21.989092 -8.866650 -5.425418 0.103 -0.028 0.489 0.3041
H 21.428536 -10.541057 -5.491803 0.152 -0.262 -0.017 0.3101
H 23.450667 -9.092612 -7.365382 0.490 -0.182 0.449 0.2309
H 21.875441 -9.521491 -7.753896 -0.324 -0.413 0.112 -0.6521
H 22.006055 -11.110648 -9.283566 -0.065 0.164 0.270 0.2162
H 23.176954 -12.385146 -9.116255 0.407 0.174 -0.155 0.2897
H 23.709155 -10.663231 -9.446487 0.109 -0.273 -0.124 0.2940
C 17.939650 -4.823355 -17.986479 1.212 -1.464 -1.942 -0.7633
O 18.337464 -4.704459 -16.654767 -0.951 0.413 0.155 -0.2001
C 17.253482 -4.267509 -15.836072 0.746 0.155 0.021 -0.8954
C 17.703655 -3.862812 -14.451233 -1.733 0.938 -0.743 0.3550
O 18.414899 -2.635766 -14.495243 0.815 -0.761 0.226 -0.4318
C 19.192444 -2.450186 -13.338368 0.764 0.489 0.477 -0.1871
H 17.560983 -3.985551 -18.580334 -0.163 0.638 0.953 0.3839
H 17.298490 -5.678689 -18.249810 -0.525 0.070 0.821 0.3456
H 18.835072 -5.126966 -18.542478 0.200 0.323 0.181 0.0631
H 16.510004 -5.061653 -15.699659 -0.059 -0.061 -0.244 0.2753
H 16.793512 -3.392123 -16.303949 -0.165 -0.066 -0.026 0.5235
H 18.130332 -4.707377 -13.908993 0.580 0.305 0.129 0.0399
H 16.727525 -3.595091 -14.018862 0.038 -0.451 0.645 0.0965
H 19.657186 -3.382207 -13.007680 -0.193 -0.019 0.078 -0.0617
H 18.674180 -1.974088 -12.497132 -0.548 -0.350 -0.052 0.0901
H 20.020657 -1.757541 -13.511295 -0.092 -0.059 -0.574 0.2949
C 17.053084 -5.072703 -10.048659 -1.447 -0.837 -0.140 0.0087
O 15.900866 -4.334535 -9.638332 -0.524 -0.059 0.299 -0.3374
C 15.286799 -3.604592 -10.679906 1.768 0.872 -1.095 -0.3972
C 15.819245 -2.188200 -10.528773 -2.547 1.491 -0.030 -0.2306
O 15.088269 -1.360851 -11.458899 0.684 -0.311 -0.356 -0.3375
C 15.267915 0.029065 -11.271562 0.216 -0.364 -0.636 -0.7559
H 17.650197 -5.340162 -9.180561 0.202 0.577 0.041 -0.2505
H 17.574981 -4.552304 -10.851595 0.371 -0.084 0.167 0.1552
H 16.655036 -6.033802 -10.392263 0.477 -0.042 -0.494 0.3076
H 14.201797 -3.556414 -10.764008 -0.120 -0.395 0.982 0.3772
H 15.586817 -3.937648 -11.683988 0.158 -0.439 0.151 0.0157
H 16.893983 -2.040151 -10.631751 0.087 -0.260 0.099 0.2496
H 15.400610 -1.816043 -9.584840 0.968 -0.298 0.574 0.3514
H 14.809763 0.475943 -12.150936 -0.256 0.285 0.222 0.2650
H 16.319125 0.332459 -11.302718 0.162 -0.182 0.149 0.3046
H 14.828395 0.393054 -10.341570 -0.164 -0.018 0.064 0.2971
C 18.788634 -6.734927 -4.491457 -1.430 0.395 0.484 -0.0876
O 19.093262 -5.347979 -4.395335 0.675 0.014 0.626 -0.4790
C 18.455782 -4.508704 -5.331467 0.528 -1.110 -0.399 -0.3382
C 16.954406 -4.453536 -5.349028 -0.818 0.297 -0.376 -0.4330
O 16.316908 -5.683752 -5.641831 0.370 -0.496 0.579 0.0025
C 14.924400 -5.592803 -5.453763 -0.195 -0.745 -1.148 -0.8468
H 19.436895 -7.388600 -3.911836 0.701 0.535 -0.144 0.3787
H 18.702778 -7.068038 -5.526709 0.111 -0.040 -0.069 -0.1717
H 17.818301 -6.844320 -4.003496 -0.200 -0.472 -0.362 0.1488
H 18.812695 -4.841243 -6.318770 -0.221 0.234 -0.189 0.0812
H 18.826051 -3.498221 -5.159328 0.018 -0.020 0.059 0.3328
H 16.713395 -3.771455 -6.181063 -0.065 0.267 0.222 0.2988
H 16.510803 -4.048473 -4.431504 0.316 0.083 0.117 0.3584
H 14.547340 -4.916516 -6.226856 -0.423 0.520 0.574 0.2956
H 14.600129 -5.426437 -4.424651 0.224 0.720 0.009 0.3758
H 14.461759 -6.548853 -5.710687 0.392 -0.181 -0.088 0.1338
C 24.159978 -6.626100 -18.077246 0.563 -0.677 0.163 -0.4590
O 24.948521 -6.154991 -16.995059 -0.988 0.227 -0.315 -0.3904
C 24.216523 -5.413487 -16.020364 0.880 -1.116 0.740 -0.3771
C 23.270806 -6.324491 -15.212936 1.042 -0.087 -0.284 -0.1007
O 22.817777 -5.661035 -14.050718 -0.959 -0.422 -0.339 -0.4576
C 21.460644 -5.213067 -14.154849 0.664 -0.463 0.239 -0.2770
H 24.776692 -7.366662 -18.588084 0.074 0.351 -0.334 0.2665
H 23.881410 -5.805803 -18.741551 -0.152 -0.082 -0.096 0.2864
H 23.298954 -7.223393 -17.763898 -0.220 0.372 0.088 0.1285
H 23.672904 -4.533966 -16.376595 0.213 0.050 -0.365 0.3067
H 25.052144 -5.155029 -15.368667 -0.476 0.676 0.321 0.2401
H 23.847724 -7.191062 -14.880877 0.105 0.007 -0.027 0.2953
H 22.509359 -6.726623 -15.887623 -0.542 0.264 0.409 -0.0464
H 21.162975 -4.965904 -13.137110 0.063 0.630 -0.164 0.1409
H 20.753732 -6.000243 -14.439753 0.285 -0.142 -0.326 0.1358
H 21.447167 -4.409234 -14.890510 -0.566 0.308 0.262 0.3537
C 22.695969 -9.673549 -20.505836 0.858 -1.134 -0.390 -0.7176
O 22.642497 -8.282215 -20.445383 0.484 0.372 0.200 -0.2895
C 21.431819 -7.604644 -20.787927 1.041 -0.791 0.514 -0.8212
C 20.711551 -7.229723 -19.518695 -0.109 -0.654 0.361 -0.0062
O 20.493323 -8.426585 -18.766978 -0.632 0.810 -0.360 -0.3172
C 19.531898 -8.254758 -17.739386 -0.114 -1.359 0.592 -0.6203
H 21.868598 -10.198190 -20.031760 -0.187 0.178 -0.021 0.2742
H 23.629018 -10.040087 -20.062647 -0.159 0.566 0.770 0.2526
H 22.904787 -10.085786 -21.504889 -0.876 0.435 -0.442 0.3142
H 20.842933 -8.280583 -21.410222 -0.265 0.377 -0.226 0.3765
H 21.802258 -6.710113 -21.287940 -0.574 0.064 -0.365 0.2810
H 19.751253 -6.754033 -19.734324 0.034 0.150 -0.130 0.3448
H 21.335694 -6.575171 -18.903042 -0.048 0.283 -0.183 0.2478
H 19.156384 -7.256374 -17.515085 0.650 0.307 -0.158 0.1108
H 19.983391 -8.727044 -16.864028 -0.110 0.412 0.323 0.2561
H 18.629098 -8.852470 -17.914311 0.037 -0.035 -0.445 0.3741
C 16.742695 -10.077080 -6.237014 1.360 1.177 -0.656 -0.6485
O 16.311351 -9.645401 -4.982931 -0.643 -0.039 0.508 -0.2314
C 14.909180 -9.589639 -4.786943 0.363 -1.079 0.991 -0.0978
C 14.642727 -10.011779 -3.343416 -0.910 -0.725 1.131 -0.8327
O 15.171218 -9.221779 -2.284516 -0.218 0.092 -0.802 -0.3280
C 14.687190 -7.898225 -2.215129 1.772 0.866 -0.110 -0.4270
H 17.819309 -10.221270 -6.082481 -0.137 -0.135 -0.336 0.1382
H 16.637484 -9.247024 -6.957077 -0.066 -0.301 -0.106 0.2461
H 16.347849 -10.987606 -6.704267 -0.503 -0.038 0.654 0.3724
H 14.486876 -10.378433 -5.417131 -0.543 0.290 -0.056 0.4026
H 14.443408 -8.617842 -4.962503 0.287 0.094 -0.434 0.0695
H 14.967514 -11.035270 -3.137855 0.814 0.192 -0.337 0.3462
H 13.578980 -10.170115 -3.104695 -0.348 0.636 -0.699 0.4260
H 15.357952 -7.436241 -1.485642 -0.681 -0.064 0.663 0.3273
H 13.628994 -7.736458 -2.011950 -0.106 -0.440 0.206 0.3158
H 14.982495 -7.259995 -3.060893 -0.372 -0.547 -0.598 -0.0642
C 18.603052 -7.776066 -13.970232 -2.180 0.713 -0.375 -0.8027
O 18.880971 -7.548714 -12.610124 0.721 0.067 -0.722 0.0728
C 19.475425 -8.666885 -11.991582 0.138 0.523 1.467 -0.6811
C 20.027238 -8.180580 -10.636370 -0.849 0.677 -1.087 -0.2690
O 18.912983 -7.982462 -9.783797 0.000 -0.801 0.393 -0.1501
C 19.288953 -7.660390 -8.482598 -0.286 0.296 1.458 -0.2943
H 17.706807 -8.401029 -14.092864 0.626 -1.007 0.089 0.4466
H 19.428325 -8.045269 -14.627362 0.238 -0.256 0.324 0.3076
H 18.115455 -6.885098 -14.384587 0.769 0.517 0.160 -0.2172
H 20.310805 -9.102626 -12.546743 -0.148 0.068 -0.376 0.3729
H 18.691773 -9.404138 -11.789925 0.200 -0.317 -0.115 0.3003
H 20.447133 -7.178937 -10.780632 0.527 -0.170 -0.222 0.2881
H 20.802224 -8.862205 -10.276361 -0.228 -0.133 0.425 0.1997
H 19.962498 -8.382895 -8.006990 0.455 0.072 -0.467 -0.1814
H 18.456307 -7.678773 -7.770856 -0.549 -0.097 -0.654 -0.0338
H 19.661663 -6.634282 -8.366941 0.482 -0.094 -0.331 0.3532
```
Forces are in eV/Å.


Below is a single C3H7Br molecule, with properties calculated with ωB97M-V/def2-TZVPD.

Calculated values
Kohn-Sham gap in eV: 11.1
Total charge: 0
Multiplicity: 1
Molar mass in g/mol: 122.99
Largest force on an atom in eV/A: 3.71
Structure (SMILES): CC(C)Br
Total energy in Eh: -2692.4788

The geometry in XYZ format:
```
11
Properties=species:S:1:pos:R:3:forces:R:3:nbo_charge:R:1
C 0.085122 1.002830 0.811203 0.814 -0.604 1.787 -0.6413
C -0.565269 -0.622244 -0.886158 0.350 -1.130 -1.825 -0.6550
C 0.660590 -0.268994 0.046091 -0.616 1.443 -1.976 -0.2666
Br 0.881354 -1.901964 1.090130 0.345 0.434 0.442 -0.0056
H -0.365940 1.782491 0.168860 0.236 -0.834 -0.170 0.2234
H -0.722422 0.673192 1.577691 1.452 0.494 -1.288 0.2240
H 0.911744 1.535745 1.347004 -0.741 -0.560 -0.085 0.2160
H -1.546746 -0.858554 -0.331072 1.829 0.331 -0.658 0.2288
H -0.337760 -1.424581 -1.667551 -0.202 0.219 1.657 0.2200
H -0.760164 0.147048 -1.640517 -0.093 0.733 0.678 0.2120
H 1.759491 -0.064970 -0.515681 -3.374 -0.527 1.437 0.2442
```
Forces are in eV/Å.